C41H64Br2Cl3GeN7O4PS2SiSn | ωB97M-V/def2-TZVPD

The spin multiplicity is 1. As for the total energy: -12531.89560 a.u. The calculation puts the maximum force at 0.03836 hartree/bohr. Its charge is +1.

Last column: Löwdin charge in e.
Cartesian coordinates (Å):
C 1.24669 5.23472 3.72200  -0.089
Br -3.76679 -2.09994 -3.29443  0.852
C -1.82348 1.54495 -3.20009  -0.158
H 2.73350 3.73138 0.18737  0.062
Cl 3.23668 -1.43144 -4.00725  0.413
C 2.14572 -2.88133 -1.14520  -0.187
C 4.07688 -7.90363 -3.30898  -0.102
N 3.50237 -8.28245 -4.44286  0.139
C -3.88659 1.87667 -4.44264  -0.608
H 0.53038 -4.69364 -4.06718  0.133
H -1.53852 1.69631 2.79620  0.052
C -3.97099 -1.85227 0.55141  -0.092
H -5.41022 -1.31129 2.68756  0.100
H 0.65305 0.76603 4.21200  0.086
C -3.55437 -0.91408 1.68870  -0.589
H 0.70643 4.18664 -1.12003  0.007
C -2.20619 7.74386 -0.04331  -0.103
H -2.52716 -1.33493 4.88633  0.070
Ge 0.33839 2.84289 0.41558  1.078
H -0.47828 -4.09334 0.10286  0.098
P -1.67633 -1.05951 1.90814  1.023
H -3.99372 -2.89589 0.85588  0.075
Cl 3.70045 1.60287 -2.89527  0.304
H -2.14810 3.57482 0.41498  0.056
H -1.45824 -4.82078 2.50251  0.104
Br -5.07940 2.98743 -5.41438  0.814
H -3.08339 8.33888 0.20453  0.076
C 0.51802 -2.98077 -2.76268  -0.148
C 0.99227 -4.18609 -3.23089  0.036
H -3.30521 -1.73769 -0.30257  0.039
C -2.27366 3.74945 -4.04400  0.012
H -5.15854 0.17134 -4.61187  0.107
H 4.19219 -6.45350 -1.72429  0.093
H -3.24864 5.86816 0.14389  0.113
H -1.07374 5.38508 -0.91080  0.088
H -4.96553 0.61179 1.14715  0.102
O 1.87022 -9.25222 -6.74137  -0.346
C 0.39708 -0.04231 3.52440  -0.103
H -4.05719 -2.19961 3.37612  0.072
N 1.09534 -2.32389 -1.74950  -0.095
H -2.85935 1.03298 3.79601  0.068
C -1.24743 4.06702 0.79433  -0.330
C -1.09873 4.15301 -3.47074  0.004
H 1.87578 3.28748 4.35074  0.109
H -1.36259 4.15265 1.88084  0.063
H 2.57527 -2.31802 -0.32413  0.058
C 6.42655 0.03601 2.31010  -0.053
H 0.54352 3.25969 3.18497  0.068
H 0.72614 5.71822 2.89436  0.058
H 4.65524 -1.56035 3.07217  0.107
O 0.63250 -7.13966 -6.68190  -0.368
Cl 1.40105 1.03361 -5.23673  0.369
C 3.69363 -6.74538 -2.63887  -0.002
H -0.91741 -2.05922 4.83282  0.069
H 0.64124 5.35680 4.61925  0.078
C 2.67803 -4.09300 -1.53442  0.007
C -4.22236 0.56312 -4.24200  -0.143
C 0.94113 3.69173 -2.07203  -0.095
H 0.96376 -0.91497 3.83802  0.062
H 6.76238 -0.97265 2.06094  0.097
C 1.49223 3.75528 3.44112  -0.279
O 3.00381 -7.13578 -7.29169  -0.359
O -1.27444 -0.63936 -2.47681  -0.294
C -2.33981 6.33650 0.53045  -0.265
H 6.23991 0.09905 3.38473  0.094
N 3.95618 -1.33174 2.38401  0.144
H -1.38530 1.61553 4.54874  0.098
N 2.08431 -6.39104 -4.33299  0.155
C -1.11931 -0.28805 3.57551  -0.574
H 0.93382 -2.10576 1.61598  0.044
H 0.71890 0.24708 2.52220  0.013
H -2.11103 7.71045 -1.12923  0.072
H 3.42310 4.02593 2.51930  0.116
H 1.76039 5.00056 0.92007  0.063
C -2.12393 0.16380 -3.05870  -0.409
H 0.80065 -3.85426 1.87459  0.099
H 1.45612 4.42444 -2.69123  0.126
H -2.15923 -3.62128 -0.01270  0.079
S 1.90469 -7.81847 -6.62651  0.395
C -1.13644 5.46199 0.17904  -0.303
C 2.65476 -6.00511 -3.19102  -0.231
H 3.04463 -1.74756 2.46649  0.077
C -1.46363 -1.11739 4.81250  -0.062
H -1.85337 -3.56758 3.67515  0.069
C -3.88098 0.50362 1.18957  -0.081
H 2.19423 5.75141 3.87862  0.084
H -3.49767 0.64321 0.17674  0.077
C -1.09647 -2.84567 1.75040  -0.579
H 5.28808 1.15251 0.89681  0.125
S 2.79625 0.27018 0.62729  0.569
C -4.35374 -1.24178 2.95070  -0.065
H -4.97807 -1.58717 0.22545  0.101
H -2.89150 4.44986 -4.58817  0.091
H -1.37787 0.68075 0.66874  -0.073
N -0.94069 -0.23588 0.73519  -0.245
H -2.43541 6.39853 1.61770  0.112
C 4.08114 -0.26170 1.58577  -0.836
H 1.60526 2.85039 -1.88251  -0.012
N -0.68692 1.97583 -2.59742  0.028
C 1.96064 3.92840 0.93536  -0.335
H -2.93272 -3.88649 2.31366  0.069
Sn 0.36371 0.06090 -1.32487  1.077
C -1.78058 1.09275 3.67613  -0.085
H 7.21973 0.73426 2.06304  0.097
H 4.86416 -8.54396 -2.92779  0.111
C 2.11231 -4.75845 -2.62367  -0.117
H 0.51182 -2.76937 3.22689  0.068
H -4.25556 -0.47291 3.71519  0.071
C -3.34181 -0.27866 -3.55728  -0.571
H -3.49641 1.29955 1.82340  0.057
H 3.52826 -4.49486 -1.00328  0.112
H 2.71045 2.42914 2.28145  0.043
H -0.75547 5.17364 -3.56967  0.126
H -1.32715 8.24482 0.36333  0.076
C -1.89014 -3.82481 2.61771  -0.056
H -1.17606 -0.55506 5.70323  0.100
C 2.48789 3.49935 2.30728  -0.302
C -2.68388 2.40552 -3.92023  -0.175
H -0.89107 -2.44817 -0.37670  0.025
H -0.35154 -2.50545 -3.19558  0.100
C -1.17324 -3.27008 0.27511  -0.080
N 5.24194 0.38676 1.54756  -0.039
C 2.53661 -7.49325 -4.89557  -0.331
C -0.32389 3.23366 -2.73433  -0.342
C 0.38500 -2.88456 2.15209  -0.088
Si 2.29386 0.30525 -3.58186  -0.686
H -0.22928 5.95910 0.53376  0.098

Atoms 1-6, force components in eV/Å:
-0.10 -0.21 -0.05
-0.08 0.12 -0.14
-0.36 -0.05 -0.14
-0.10 -0.05 -0.06
-0.27 0.19 0.08
0.15 -0.01 0.25



C41H65ClFN7O2P | ωB97M-V/def2-TZVPD

The spin multiplicity is 1. As for the total energy: -3035.87974 a.u. The calculation puts the maximum force at 0.07658 hartree/bohr. Its charge is +1.

Last column: Löwdin charge in e.
Cartesian coordinates (Å):
C -0.35053 -1.85628 -0.96794  -0.194
H -3.50774 0.63813 2.35310  0.073
F -1.19948 -0.08069 -2.61706  -0.059
H 5.67804 0.98539 -2.00625  0.136
H -6.52709 8.56004 2.39473  0.104
C 5.33645 -1.51445 -0.69274  -0.250
H -2.75736 4.94086 3.51187  0.102
H 2.89768 -1.31383 -3.66984  0.125
C -3.22410 -4.05255 3.80340  -0.123
H 0.45192 -3.71524 0.11891  0.171
C 7.59736 -2.22482 -6.33968  -0.139
C -1.20686 -9.32728 -5.08802  -0.092
H 1.11484 1.19837 -2.67097  0.110
C -3.47517 4.73527 4.29472  -0.174
C 0.95819 5.01076 3.01863  -0.155
H -4.01357 0.12801 -3.29571  0.065
P -3.54801 -2.08301 -3.00186  0.684
H -1.52223 -6.04509 -5.43677  0.096
H -3.98013 -2.42187 2.46790  0.079
C -1.16478 0.29616 2.13054  -0.374
C -3.61069 -2.74222 3.43350  -0.131
C 2.79681 5.66706 1.90084  -0.117
N -0.45922 -7.42967 -4.20418  -0.027
H 2.17199 1.11496 -4.27314  0.129
N 0.63454 6.07423 2.21687  0.000
H 0.88502 -2.61653 -3.93953  0.114
C -2.50858 1.24200 2.43754  -0.115
C 7.89799 -3.13082 -5.34735  -0.115
H -2.11490 -4.18265 -1.46619  0.155
C 4.75837 -2.64362 0.39409  -0.099
H -0.16660 1.22051 4.08988  0.087
H 0.32621 -0.90953 -4.50880  0.156
H -4.00660 10.70624 5.00309  0.106
C -3.43043 -1.93490 4.53426  -0.144
H 3.81199 5.73582 1.53185  0.091
H 8.10026 -4.18412 -5.49270  0.093
C -4.26392 8.48629 4.81680  -0.112
C -0.65105 -1.45872 -2.52690  -0.321
H -1.45904 -2.73728 -4.24442  0.135
H -2.70753 5.62188 6.14777  0.095
C -5.35687 3.91224 5.17898  -0.138
H 2.30800 -1.15561 -1.88506  0.091
N -4.61961 4.02914 4.02949  -0.003
C 2.29513 4.73392 2.83936  -0.121
H -2.40680 1.85410 3.43913  0.076
H -4.99195 4.62191 7.22169  0.096
C 0.09627 0.93132 2.98340  -0.103
O 4.52413 -0.28549 -0.73752  -0.234
H -2.44916 -4.77778 5.77896  0.109
C 3.38017 1.43256 -2.29763  -0.154
H -6.30403 3.38965 5.17844  0.107
H 1.06090 0.02415 -0.53980  0.107
H 6.43481 -1.26573 -0.34052  0.133
H 7.16758 -0.14824 -6.24133  0.149
H 2.84950 3.94586 3.33227  0.091
C -0.38636 -8.79570 -4.11841  -0.133
H -2.53586 2.03903 1.54971  0.083
O -3.81248 -0.61441 -3.96656  -0.386
H 0.72825 -1.14151 0.94128  0.124
C -1.41789 -4.11727 -2.43237  -0.132
C 0.50179 -3.25738 -0.98110  -0.091
C -4.66974 4.54388 6.19144  -0.102
H -1.91735 0.01510 -0.04502  0.069
C 4.64248 0.39355 -2.05670  -0.214
H 3.05170 1.89915 -1.26150  0.126
C -0.93202 0.36641 0.50944  -0.180
H -0.68502 1.49540 0.21009  0.135
H 7.48677 -0.25326 -3.75224  0.098
H -1.80170 -4.94373 -3.16886  0.139
H 0.44114 1.90970 2.41282  0.082
H 1.65907 -3.12263 -1.20104  0.140
H -2.49887 -8.30337 -6.60347  0.102
C -1.79919 -8.24393 -5.77992  -0.094
C 0.26680 -0.66565 -0.03411  -0.117
C 2.12060 0.76157 -3.13405  -0.192
H -3.23843 -4.93544 3.17760  0.086
C 7.89236 -2.42824 -4.11870  -0.122
H 1.02721 0.19535 2.97664  0.080
H 0.62442 -4.45193 -2.79382  0.178
C -5.78955 8.68710 3.17582  -0.141
H 0.21109 4.54229 3.64521  0.099
H -1.45000 -0.78877 2.46994  0.119
C -4.45230 9.82582 4.55972  -0.141
N -5.37879 9.93824 3.55588  -0.005
C -2.81896 -4.00486 5.11861  -0.137
H 0.04350 -5.23346 -1.42513  0.196
C 2.02109 -0.87836 -2.98635  -0.206
H 0.24244 -9.27130 -3.37760  0.109
H -0.28395 6.49160 2.14069  0.147
H -4.87973 3.65393 3.12662  0.145
H 4.43775 -2.12600 1.39517  0.085
H -3.59028 8.07281 5.55621  0.082
H 1.70501 7.31990 0.84955  0.107
C -1.71883 -2.62085 -3.08486  -0.392
C 1.75077 6.48449 1.53537  -0.140
C -1.32262 -7.08403 -5.21096  -0.159
C 7.58912 -1.11453 -4.39873  -0.154
H -5.21339 6.69006 3.87534  0.070
H -1.41152 -2.12448 -0.48884  0.123
H 7.50226 -2.34600 -7.41050  0.108
H 4.77991 -0.38300 -2.94924  0.112
H 8.08951 -2.83620 -3.13583  0.090
C -3.47893 5.06516 5.63154  -0.124
H -5.70841 10.80834 3.15850  0.148
H 3.81012 2.33871 -2.93230  0.121
H 3.81966 -3.20851 -0.02139  0.044
H 5.40524 -2.08064 -1.72333  0.117
C -5.10998 7.76541 3.94059  -0.113
H -3.60171 -0.87636 4.67752  0.106
H -2.73353 -2.38519 6.48826  0.153
H 5.59477 -3.46875 0.57388  0.094
N 7.40587 -1.00130 -5.75230  0.000
H -1.36260 -10.38168 -5.27632  0.102
N -0.00008 -4.30666 -1.94722  0.001
N -2.95317 -2.71311 5.55667  0.010
Cl -4.12409 -1.47824 -1.02583  0.183
H 0.04458 -6.77868 -3.61594  0.113
C 0.63194 -1.53628 -3.53961  -0.120

Atoms 1-6, force components in eV/Å:
-0.93 0.10 -0.35
1.92 1.08 0.41
0.90 -3.18 0.28
-2.27 -0.99 -0.25
0.12 -0.01 0.14
0.65 -1.37 0.80



C41H68BFNO13S | ωB97M-V/def2-TZVPD

The spin multiplicity is 1. As for the total energy: -3158.47432 a.u. The calculation puts the maximum force at 0.14362 hartree/bohr. Its charge is -1.

Last column: Löwdin charge in e.
Cartesian coordinates (Å):
O 6.08076 -1.25010 -0.99839  -0.011
H -5.43008 -6.63476 8.71971  0.119
C -0.53466 -4.61530 -4.26694  0.012
H -2.81684 -4.62107 5.66686  0.105
H -7.90480 1.33684 2.91568  0.092
H 0.79611 -2.83336 -7.52509  0.084
H 5.90326 9.45393 0.19969  0.085
C 0.76263 -3.88076 -4.09994  -0.511
C -7.93400 -0.27277 1.24360  -0.369
C -8.81408 -1.57066 0.85324  -0.100
H 9.55752 10.38375 -0.21418  0.067
H -3.37369 -7.92044 8.18736  0.078
H 7.21292 10.60661 0.38563  0.063
H 8.77569 11.43446 -1.42008  0.095
C 2.66036 2.83397 1.95508  0.006
H 0.71349 -0.90100 0.88596  0.099
H 6.01476 2.86638 0.60443  0.089
H 4.05732 -3.70953 -0.21826  0.097
H -5.88169 3.54230 -4.31072  0.076
H -0.51272 -5.38725 -5.03444  0.065
H 8.49211 2.99666 0.57380  0.122
O 7.78102 4.66584 1.49648  0.001
H 1.38428 1.49062 -1.02349  0.102
H 5.59795 -2.39161 -3.43627  0.070
C -8.64115 0.58681 2.42680  -0.114
H -0.11153 0.72914 1.34310  0.107
H -5.94277 0.39038 -3.46346  0.087
C -5.30076 -1.63001 -0.20412  -0.094
C -3.72350 -3.76988 0.17413  -0.071
H -9.58468 1.07595 1.99025  0.070
H -2.81292 -4.33582 -0.24284  0.130
H -1.32553 -3.89750 -4.49146  0.080
C -4.78879 -6.31756 7.89273  -0.238
C 0.48746 -3.86178 -7.31990  -0.070
H -2.70050 -6.51941 7.33569  0.069
H -2.31727 -3.23197 1.88620  0.130
O -1.90151 -2.28581 -1.80831  -0.044
H -3.48791 -1.11520 -2.42880  0.168
O 7.58494 6.61405 2.54232  0.079
H 5.30106 -3.75258 -1.44110  0.065
N -3.79125 -3.29878 -3.11525  0.110
O -4.73332 -2.92078 6.84745  0.094
H 6.40458 -0.84478 -3.61961  0.085
C 6.88578 9.59909 0.65654  -0.063
H -0.76496 -5.12450 -3.32882  0.099
H -4.06058 -2.68975 2.20933  0.123
C -3.34273 -2.21993 -2.13142  -0.237
H 6.01183 2.76194 2.35489  0.062
C -8.19043 2.04088 -0.25249  -0.020
S -4.31211 -1.62534 -5.56350  0.573
C 2.18457 1.92534 1.11487  -0.105
H 2.89866 3.68755 2.69706  0.024
C 6.55384 -1.87958 -3.30047  -0.069
H -0.51603 -3.80925 -6.89030  0.069
H -4.12771 -5.81371 5.49687  0.071
H 7.48198 7.55758 0.44160  0.099
H -1.57784 0.77402 -0.56776  0.103
O 8.87331 9.22717 -3.17372  0.083
H -4.27789 -4.26344 4.71343  0.077
C 4.50154 -3.13592 -1.03450  0.017
C 0.32137 0.09886 0.46829  -0.220
H -9.71709 -1.19351 0.22632  0.090
C -7.95422 2.92346 -1.56236  -0.043
C 8.74362 9.38187 -1.97673  -0.526
C 6.60253 2.53472 1.46406  -0.060
C -3.92035 -2.35702 -0.61910  -0.269
C 7.20223 4.70172 3.88274  0.011
H 10.37477 10.70840 -1.72098  0.090
H 0.43050 -4.40924 -8.26364  0.077
H -5.12775 -0.67389 0.44101  0.152
H 7.29245 -2.34869 -3.95459  0.078
H -8.81090 2.56661 0.57751  0.080
C -7.11726 2.28949 -2.77223  -0.210
C 4.96492 -1.81567 -0.48821  -0.511
B -1.62050 -1.50184 -0.58246  -0.779
H -4.65952 -4.45238 0.11621  0.118
O 7.94725 8.55608 -1.27070  0.001
H -7.31882 2.61056 -5.01042  0.079
H -6.94226 -0.68150 1.70565  0.124
H -5.85572 -2.36914 0.51504  0.123
H 6.78185 9.55049 1.74258  0.080
C -0.80176 -0.08102 -0.69876  -0.118
H -2.98251 -6.42375 9.06444  0.082
H 7.20113 -2.94396 -1.50503  0.112
C 9.39027 10.54390 -1.27744  0.000
H 6.73501 1.45222 1.40526  0.085
C -6.55462 0.83506 -2.58118  0.055
O 1.02866 -3.32374 -3.05666  0.109
H -8.22038 -2.30222 0.17466  0.079
F -3.60457 -4.75459 2.56079  -0.148
H -0.24968 -0.01938 -1.70769  0.096
C -3.89843 -4.75597 5.61037  0.005
H 3.74791 -2.96019 -1.80513  0.096
C -4.53814 -4.11706 6.80988  -0.516
C -3.38237 -6.82950 8.13136  -0.072
H 1.20931 -5.56988 -6.16370  0.111
H -5.23759 -6.72262 6.98187  0.114
H -8.39325 3.99146 -1.63656  0.081
H 7.95966 -1.38751 -1.76449  0.118
C 1.46612 -4.52799 -6.37347  -0.242
O 1.59954 -3.77663 -5.15785  -0.015
H 2.45738 -4.54182 -6.83523  0.117
O -6.22007 -1.37728 -1.31168  -0.125
H 7.64162 5.25715 4.71432  0.092
O 4.31153 -1.22608 0.34496  0.088
C -4.04094 -2.62739 -4.22870  -0.616
H -7.62038 4.16972 -4.05915  0.076
C 7.94504 3.23707 1.48940  -0.229
C 7.56236 5.40088 2.60323  -0.507
H -9.25096 -2.12459 1.77558  0.081
C -3.43189 -3.54180 1.75872  -0.132
H -8.93741 -0.16499 3.25544  0.079
H 8.84706 8.63637 0.62065  0.116
H 8.57709 2.91177 2.32035  0.112
O -2.93335 -1.51456 0.09558  -0.089
H 6.11622 4.68863 3.98990  0.099
C 7.01236 -1.92601 -1.85658  -0.239
C -6.77953 -0.05812 -1.27109  -0.131
C -6.95807 3.20987 -4.07952  -0.124
H 7.58722 3.68675 3.95645  0.070
H 2.47905 0.14455 -0.29823  0.091
C 1.63892 0.92668 -0.05336  -0.196
C -7.61905 0.56654 -0.09192  -0.076
O -4.82064 -4.88222 7.88724  -0.012
H -0.93937 -2.13640 0.16185  0.086
C 7.85735 8.54492 0.16550  -0.232

Atoms 1-6, force components in eV/Å:
0.43 0.37 0.32
0.00 0.30 -0.07
-0.06 -0.71 0.04
-0.08 0.02 -0.05
-1.37 -1.06 -1.10
0.07 -0.14 0.00



Question: Which of these has the lowest maximum force?
Answer: C41H64Br2Cl3GeN7O4PS2SiSn